{
  "formula": "C6H8N",
  "method": "wB97M-V/def2-TZVPD",
  "energy_ev": -7829.4005,
  "total_charge": 1,
  "gap_ev": 8.496,
  "elements": ["C", "C", "C", "C", "C", "C", "N", "H", "H", "H", "H", "H", "H", "H", "H"],
  "xyz": [[1.45, 0.51, -1.67], [0.18, 0.28, 1.87], [0.68, -1.27, -0.13], [1.74, 1.47, -2.49], [-0.82, -0.20, 1.41], [-2.20, -0.39, 1.19], [1.11, -0.41, -0.98], [1.00, 0.77, 2.25], [-0.34, -1.62, -0.31], [2.70, 1.99, -2.38], [1.00, 1.90, -3.09], [1.11, -1.57, 0.86], [-2.71, 0.44, 1.68], [-2.49, -1.42, 1.68], [-2.42, -0.47, 0.10]]
}

***

{
  "formula": "C6H8N",
  "method": "wB97M-V/def2-TZVPD",
  "energy_ev": -7830.9578,
  "total_charge": 1,
  "smiles": "CC#CC=[N+]=CC",
  "gap_ev": 9.699,
  "elements": ["C", "C", "C", "C", "N", "C", "C", "H", "H", "H", "H", "H", "H", "H", "H"],
  "xyz": [[-3.31, -0.41, -0.28], [-2.04, 0.21, -0.04], [-1.16, 0.99, 0.22], [0.13, 1.52, 0.27], [1.11, 0.84, -0.11], [1.96, -0.02, -0.50], [2.74, -0.73, 0.45], [-4.10, -0.24, 0.58], [-2.95, -1.45, -0.12], [-3.76, -0.06, -1.19], [0.18, 2.57, 0.48], [2.01, -0.15, -1.56], [2.33, -0.70, 1.35], [3.88, -0.58, 0.36], [2.97, -1.80, 0.08]]
}

***

{
  "formula": "C6H8N",
  "method": "wB97M-V/def2-TZVPD",
  "energy_ev": -7830.2328,
  "total_charge": 1,
  "smiles": "C=[N+]1C=C1/C=C\\C",
  "gap_ev": 8.892,
  "elements": ["C", "N", "C", "C", "C", "C", "C", "H", "H", "H", "H", "H", "H", "H", "H"],
  "xyz": [[1.89, -1.33, 0.34], [1.79, -0.09, 0.22], [2.44, 1.14, 0.33], [1.12, 1.08, -0.02], [-0.20, 1.68, -0.24], [-1.39, 1.02, -0.30], [-1.64, -0.45, -0.32], [1.01, -1.99, 0.25], [2.78, -1.89, 0.54], [3.23, 1.82, 0.80], [-0.06, 2.76, -0.04], [-2.18, 1.77, -0.28], [-2.70, -0.66, -0.64], [-1.32, -1.03, 0.58], [-1.00, -0.79, -1.19]]
}

***

{
  "formula": "C6H8N",
  "method": "wB97M-V/def2-TZVPD",
  "energy_ev": -7830.9864,
  "total_charge": 1,
  "gap_ev": 9.422,
  "elements": ["C", "C", "C", "C", "C", "C", "N", "H", "H", "H", "H", "H", "H", "H", "H"],
  "xyz": [[3.22, -0.66, 0.36], [-0.70, -1.02, -0.33], [-1.49, 0.83, 0.17], [-1.98, -0.60, 0.21], [1.09, 0.74, -0.39], [2.24, -0.02, 0.08], [-0.24, 0.19, -0.21], [4.02, -1.13, 0.86], [-1.83, 1.56, -0.59], [-1.46, 1.31, 1.13], [-1.95, -0.91, 1.27], [-2.77, -1.05, -0.31], [1.09, 1.76, 0.11], [1.23, 0.97, -1.52], [-0.46, -1.95, -0.82]]
}

***

{
  "formula": "C6H8N",
  "method": "wB97M-V/def2-TZVPD",
  "energy_ev": -7827.2845,
  "total_charge": 1,
  "gap_ev": 8.823,
  "elements": ["C", "C", "C", "C", "C", "C", "N", "H", "H", "H", "H", "H", "H", "H", "H"],
  "xyz": [[0.21, 1.04, -0.04], [-0.03, 1.35, -1.30], [0.35, 1.11, 1.50], [1.17, 0.30, 0.92], [2.02, -0.88, 0.59], [-1.70, -0.55, -0.98], [-1.17, 0.74, -0.55], [-0.16, 1.71, 2.22], [1.56, -1.17, -0.42], [1.97, -1.63, 1.42], [3.09, -0.63, 0.41], [-2.65, -0.63, -1.48], [-0.97, -1.08, -1.65], [-1.82, -1.19, -0.12], [-1.87, 1.52, -0.51]]
}

***

{
  "formula": "C6H8N",
  "method": "wB97M-V/def2-TZVPD",
  "energy_ev": -7828.3250,
  "total_charge": 1,
  "gap_ev": [8.649, 8.650],
  "elements": ["C", "C", "C", "C", "C", "C", "N", "H", "H", "H", "H", "H", "H", "H", "H"],
  "xyz": [[-0.43, -0.98, -0.14], [-1.42, -0.50, 0.82], [-1.70, -0.34, -0.54], [-1.36, 0.92, 0.47], [-0.23, 1.21, -0.28], [1.78, -0.40, 0.56], [0.72, 0.02, -0.40], [-0.34, -2.09, -0.32], [-2.31, -0.31, -1.34], [-1.97, 1.77, 0.82], [0.20, 2.18, -0.73], [1.38, -0.69, 1.45], [2.31, -1.19, 0.19], [2.35, 0.50, 0.76], [1.02, -0.10, -1.31]]
}

***

{
  "formula": "C6H8N",
  "method": "wB97M-V/def2-TZVPD",
  "energy_ev": -7825.1380,
  "total_charge": 1,
  "multiplicity": 3,
  "s2": 2.0201,
  "gap_ev": [6.682, 6.997],
  "elements": ["C", "C", "C", "C", "C", "C", "N", "H", "H", "H", "H", "H", "H", "H", "H"],
  "xyz": [[2.42, 1.28, -0.54], [-0.89, 0.89, -0.15], [-1.59, 1.39, -1.11], [-0.47, 0.89, 1.23], [0.32, 0.15, 0.18], [0.70, -1.98, 0.35], [1.52, 0.63, -0.16], [3.31, 1.59, -0.90], [-1.43, 1.24, -2.15], [-2.39, 1.98, -0.67], [0.08, 1.74, 1.78], [-1.15, 0.27, 1.78], [1.57, -2.00, -0.28], [-0.34, -2.29, 0.19], [0.89, -2.26, 1.35]]
}

***

{
  "formula": "C6H8N2",
  "method": "wB97M-V/def2-TZVPD",
  "energy_ev": -9330.1072,
  "total_charge": 0,
  "smiles": "c1ccncc1.C=N",
  "gap_ev": 10.140,
  "elements": ["C", "C", "C", "N", "C", "C", "H", "H", "H", "H", "H", "C", "N", "H", "H", "H"],
  "xyz": [[-2.55, -0.63, -0.34], [-1.90, -0.42, 0.83], [-0.70, 0.31, 0.73], [-0.10, 0.58, -0.36], [-0.67, 0.18, -1.48], [-1.88, -0.48, -1.54], [-3.49, -1.14, -0.52], [-2.34, -0.60, 1.84], [-0.13, 0.53, 1.64], [0.00, 0.42, -2.31], [-2.52, -0.68, -2.39], [2.75, -0.89, -0.25], [2.91, 0.28, 0.17], [1.67, -1.29, -0.41], [3.60, -1.62, -0.35], [1.96, 0.80, 0.27]]
}

***

{
  "formula": "C6H8N2",
  "method": "wB97M-V/def2-TZVPD",
  "energy_ev": -9326.1975,
  "total_charge": 0,
  "gap_ev": 8.490,
  "elements": ["C", "C", "C", "C", "C", "C", "H", "H", "H", "H", "H", "H", "H", "H", "N", "N"],
  "xyz": [[-3.10, -0.12, -0.12], [-1.65, -0.52, 0.15], [-0.67, 0.38, -0.03], [0.72, 0.06, -0.09], [2.58, -0.99, -0.13], [2.90, 0.28, 0.01], [-3.66, 0.46, 1.18], [-3.54, -1.20, -0.75], [-2.88, 0.88, -1.09], [-1.26, -1.64, 0.76], [-0.95, 1.44, -0.31], [3.40, -1.75, 0.16], [3.75, 0.87, 0.33], [1.38, 2.01, 0.15], [1.30, -1.14, -0.16], [1.70, 0.97, -0.06]]
}

***

{
  "formula": "C6H8N2",
  "method": "wB97M-V/def2-TZVPD",
  "energy_ev": -9327.4198,
  "total_charge": 0,
  "smiles": "C=C/C=C1/C=NNC1",
  "gap_ev": 8.227,
  "elements": ["C", "C", "C", "C", "C", "N", "N", "C", "H", "H", "H", "H", "H", "H", "H", "H"],
  "xyz": [[-2.46, 1.56, 0.26], [-1.82, 1.13, 1.31], [-0.51, 0.52, 1.22], [0.30, 0.00, 0.27], [1.48, -0.74, 0.58], [1.87, -1.49, -0.48], [1.02, -1.39, -1.57], [0.26, 0.05, -1.24], [-3.33, 2.27, 0.35], [-1.87, 1.66, -0.60], [-2.40, 1.05, 2.25], [0.13, 0.58, 2.09], [2.13, -0.58, 1.56], [1.55, -1.28, -2.39], [-0.82, 0.30, -1.78], [0.80, 1.03, -1.59]]
}

***

{
  "formula": "C6H8N2O",
  "method": "wB97M-V/def2-TZVPD",
  "energy_ev": -11374.9498,
  "total_charge": 0,
  "gap_ev": 9.869,
  "elements": ["C", "C", "C", "C", "C", "C", "O", "N", "N", "H", "H", "H", "H", "H", "H", "H", "H"],
  "xyz": [[2.99, 0.71, 0.42], [-1.99, 0.90, 0.32], [-0.05, -0.42, -0.58], [1.69, 0.24, -0.07], [-1.47, -0.40, -0.21], [-2.21, -1.50, -0.39], [0.59, -1.48, -1.10], [1.11, -1.07, 0.24], [0.75, 0.81, -0.74], [3.77, 0.06, 0.03], [3.15, 1.73, 0.10], [3.01, 0.64, 1.50], [-1.47, 1.15, 1.25], [-3.05, 0.84, 0.52], [-1.79, 1.70, -0.38], [-3.25, -1.51, -0.13], [-1.78, -2.40, -0.79]]
}

***

{
  "formula": "C6H8N2O",
  "method": "wB97M-V/def2-TZVPD",
  "energy_ev": -11376.6814,
  "total_charge": 0,
  "smiles": "C/C(C#N)=C(\\C)C(N)=O",
  "gap_ev": 9.772,
  "elements": ["C", "C", "C", "N", "C", "C", "C", "N", "O", "H", "H", "H", "H", "H", "H", "H", "H"],
  "xyz": [[-1.30, 1.04, 1.64], [-0.44, 0.21, 0.80], [-0.82, -1.54, 0.95], [-1.50, -2.31, 1.48], [0.45, 0.26, -0.15], [1.32, 1.34, -0.69], [0.76, -1.22, -0.62], [-0.03, -1.62, -1.70], [1.88, -1.66, -0.40], [-0.88, 2.06, 1.69], [-1.37, 0.64, 2.66], [-2.31, 1.10, 1.23], [2.37, 1.02, -0.63], [1.09, 1.50, -1.75], [1.20, 2.28, -0.16], [0.50, -1.92, -2.50], [-0.93, -1.19, -1.83]]
}